No. 1
Computed, not measured: a 2-piece molecular cluster, C5H12O overall, with ωB97M-V/def2-TZVPD.

- E_HOMO (eV) = -9.91
- SMILES string = CCCO.C=C
- gap between HOMO and LUMO (eV) = 11.0
- ΔE to the lowest compared entry with this formula, charge and spin (eV) = 1.439
- E (Ha) = -272.8958

Bonds (Å) are listed after each position.
Positions of all 18 atoms, in Å:
1 C 0.141 2.891 0.741  C2 1.521, H7 1.094, H8 1.096, H9 1.096
2 C 0.472 1.857 -0.324  C1 1.521, C3 1.515, H10 1.096, H11 1.097
3 C 0.180 0.431 0.095  C2 1.515, O4 1.410, H12 1.106, H13 1.104
4 O 0.753 -0.398 -0.891  C3 1.410, H17 0.964
5 C -0.205 -2.777 0.374  C6 1.331, H14 1.088, H15 1.087
6 C -0.845 -3.080 -0.753  C5 1.331, H16 1.087, H18 1.087
7 H 0.375 3.900 0.389  C1 1.094
8 H 0.722 2.710 1.653  C1 1.096
9 H -0.922 2.867 1.009  C1 1.096
10 H 1.537 1.893 -0.580  C2 1.096
11 H -0.079 2.052 -1.252  C2 1.097
12 H 0.614 0.232 1.093  C3 1.106
13 H -0.909 0.274 0.191  C3 1.104
14 H -0.651 -2.134 1.130  C5 1.088
15 H 0.810 -3.112 0.569  C5 1.087
16 H -0.381 -3.691 -1.523  C6 1.087
17 H 0.234 -1.207 -0.961  O4 0.964
18 H -1.845 -2.708 -0.960  C6 1.087

For each atom in turn, the Mulliken charge in e is:
1. C -1.15
2. C -0.33
3. C -0.30
4. O -0.53
5. C -0.58
6. C -0.43
7. H 0.33
8. H 0.31
9. H 0.31
10. H 0.28
11. H 0.26
12. H 0.26
13. H 0.32
14. H 0.29
15. H 0.23
16. H 0.29
17. H 0.19
18. H 0.24


No. 2
Computed, not measured: a 2-piece molecular cluster, C5H12O overall, with ωB97M-V/def2-TZVPD.

- E_HOMO (alpha / beta) (eV) = -6.95 / -7.28
- gap between HOMO and LUMO (alpha / beta) (eV) = 7.8 / 8.2
- ΔE to the lowest compared entry with this formula, charge and spin (eV) = 3.981
- E (Ha) = -272.8023

Bonds (Å) are listed after each position.
Positions of all 18 atoms, in Å:
1 C -0.055 0.101 -2.701  C2 1.532, H7 1.096, H8 1.095, H9 1.094
2 C 0.443 -0.363 -1.329  C1 1.532, C3 1.485, H10 1.096, H11 1.101
3 C -0.286 0.312 -0.225  C2 1.485, O5 1.285, H12 1.088
4 C 0.117 -1.289 1.991  H13 1.094, H14 1.090, H15 1.095, H17 1.103
5 O 0.300 1.213 0.478  C3 1.285, C6 1.323
6 C -0.167 1.764 1.586  O5 1.323, H16 1.086, H18 1.077
7 H -1.127 -0.100 -2.807  C1 1.096
8 H 0.094 1.181 -2.803  C1 1.095
9 H 0.469 -0.407 -3.517  C1 1.094
10 H 1.517 -0.173 -1.216  C2 1.096
11 H 0.306 -1.452 -1.233  C2 1.101
12 H -1.327 0.090 0.004  C3 1.088
13 H -0.711 -1.802 1.493  C4 1.094
14 H 0.216 -1.652 3.013  C4 1.090
15 H 1.042 -1.479 1.438  C4 1.095
16 H -1.239 1.723 1.747  C6 1.086
17 H -0.052 -0.202 2.086  C4 1.103
18 H 0.462 2.536 1.997  C6 1.077

For each atom in turn, the Mulliken charge in e is:
1. C -1.23
2. C -0.28
3. C -0.31
4. C -0.82
5. O -0.26
6. C -0.67
7. H 0.32
8. H 0.31
9. H 0.36
10. H 0.29
11. H 0.26
12. H 0.51
13. H 0.24
14. H 0.35
15. H 0.23
16. H 0.33
17. H 0.13
18. H 0.24


No. 3
Computed, not measured: a 3-piece molecular cluster, C5H12O overall, with ωB97M-V/def2-TZVPD.

- E_HOMO (eV) = -8.80
- gap between HOMO and LUMO (eV) = 8.9
- ΔE to the lowest compared entry with this formula, charge and spin (eV) = 5.420
- E (Ha) = -272.7495

Bonds (Å) are listed after each position.
Positions of all 18 atoms, in Å:
1 C -0.643 1.084 1.754  C2 1.546, H6 1.126, H7 1.097, H8 1.087
2 C -0.181 1.170 0.281  C1 1.546, C3 1.503, H9 1.102, H10 1.091
3 C -0.949 0.209 -0.582  C2 1.503, C4 1.389, H11 1.091
4 C -0.337 -0.509 -1.602  C3 1.389, C5 1.482, H13 1.103
5 C 1.125 -0.753 -1.630  C4 1.482, H14 1.104, H15 1.098, H17 1.118
6 H -0.158 1.847 2.425  C1 1.126
7 H -1.674 1.447 1.849  C1 1.097
8 H -0.361 0.047 1.918  C1 1.087
9 H -0.308 2.219 -0.031  C2 1.102
10 H 0.849 0.846 0.122  C2 1.091
11 H -2.026 0.050 -0.511  C3 1.091
12 H -0.592 -1.522 0.153  no bonds
13 H -1.044 -1.112 -2.196  C4 1.103
14 H 1.276 -1.012 -0.567  C5 1.104
15 H 1.508 -1.577 -2.245  C5 1.098
16 H 1.188 -1.265 1.799  O18 0.957
17 H 1.583 0.231 -1.900  C5 1.118
18 O 0.743 -1.399 0.963  H16 0.957

For each atom in turn, the Mulliken charge in e is:
1. C -1.13
2. C 0.04
3. C -0.65
4. C -0.27
5. C -0.77
6. H 0.28
7. H 0.29
8. H 0.35
9. H 0.40
10. H 0.13
11. H 0.39
12. H 0.50
13. H 0.32
14. H 0.22
15. H 0.32
16. H 0.20
17. H 0.27
18. O -0.90


No. 4
Computed, not measured: a 2-piece molecular cluster, C5H12O overall, with ωB97M-V/def2-TZVPD.

- E_HOMO (eV) = -10.89
- SMILES string = C1CCCC1.O
- gap between HOMO and LUMO (eV) = 11.8
- ΔE to the lowest compared entry with this formula, charge and spin (eV) = 0.508
- E (Ha) = -272.9300

Bonds (Å) are listed after each position.
Positions of all 18 atoms, in Å:
1 C -0.288 -1.514 0.663  C2 1.578, C3 1.542, H6 1.107, H7 1.107
2 C -0.627 -0.926 2.088  C1 1.578, C4 1.520, H8 1.107, H9 1.107
3 C -0.454 -0.354 -0.340  C1 1.542, C5 1.541, H10 1.107, H11 1.107
4 C -1.316 0.376 1.717  C2 1.520, C5 1.511, H12 1.107, H13 1.107
5 C -0.540 0.911 0.536  C3 1.541, C4 1.511, H14 1.107, H15 1.107
6 H -0.948 -2.380 0.462  C1 1.107
7 H 0.758 -1.873 0.632  C1 1.107
8 H 0.327 -0.764 2.627  C2 1.107
9 H -1.232 -1.638 2.681  C2 1.107
10 H -1.414 -0.475 -0.878  C3 1.107
11 H 0.360 -0.410 -1.087  C3 1.107
12 H -1.187 1.072 2.569  C4 1.107
13 H -2.396 0.150 1.629  C4 1.107
14 H 0.503 1.153 0.817  C5 1.107
15 H -0.931 1.756 -0.063  C5 1.107
16 O 2.893 1.949 -4.590  H17 0.984, H18 0.984
17 H 2.742 1.270 -5.286  O16 0.984
18 H 3.749 1.694 -4.177  O16 0.984

For each atom in turn, the Mulliken charge in e is:
1. C -0.53
2. C -0.56
3. C -0.61
4. C -0.56
5. C -0.53
6. H 0.26
7. H 0.25
8. H 0.26
9. H 0.30
10. H 0.26
11. H 0.31
12. H 0.30
13. H 0.28
14. H 0.24
15. H 0.32
16. O -0.65
17. H 0.32
18. H 0.32


No. 5
Computed, not measured: a 2-piece molecular cluster, C5H12O overall, with ωB97M-V/def2-TZVPD.

- E_HOMO (eV) = -9.62
- SMILES string = C=CC.CCO
- gap between HOMO and LUMO (eV) = 10.6
- ΔE to the lowest compared entry with this formula, charge and spin (eV) = 2.023
- E (Ha) = -272.8743

Bonds (Å) are listed after each position.
Positions of all 18 atoms, in Å:
1 C -2.218 -0.791 -0.651  C2 1.520, H4 1.067, H5 1.154, H6 1.138
2 C -2.002 0.456 0.190  C1 1.520, C3 1.347, H7 1.065
3 C -1.517 0.432 1.446  C2 1.347, H8 1.026, H9 1.118
4 H -3.211 -0.868 -1.033  C1 1.067
5 H -1.938 -1.736 -0.050  C1 1.154
6 H -1.581 -0.742 -1.593  C1 1.138
7 H -2.124 1.377 -0.332  C2 1.065
8 H -1.216 1.329 1.843  C3 1.026
9 H -1.518 -0.467 2.112  C3 1.118
10 C 2.465 -0.049 0.289  O11 1.446, C12 1.576, H13 1.083, H14 1.181
11 O 1.541 -0.781 1.126  C10 1.446, H15 0.963
12 C 1.715 0.528 -0.971  C10 1.576, H16 1.108, H17 1.124, H18 1.012
13 H 3.193 -0.760 -0.081  C10 1.083
14 H 2.886 0.864 0.909  C10 1.181
15 H 0.687 -0.826 0.683  O11 0.963
16 H 1.414 -0.295 -1.650  C12 1.108
17 H 2.408 1.147 -1.603  C12 1.124
18 H 1.018 1.181 -0.635  C12 1.012

For each atom in turn, the Mulliken charge in e is:
1. C -0.95
2. C 0.14
3. C -0.90
4. H 0.38
5. H 0.25
6. H 0.19
7. H 0.34
8. H 0.30
9. H 0.28
10. C -0.12
11. O -0.51
12. C -1.20
13. H 0.27
14. H 0.23
15. H 0.27
16. H 0.30
17. H 0.35
18. H 0.39


No. 6
Computed, not measured: an isolated ion of composition C5H12O and charge +1, with ωB97M-V/def2-TZVPD.

- spin multiplicity = 2
- E_HOMO (alpha / beta) (eV) = -16.26 / -16.39
- gap between HOMO and LUMO (alpha / beta) (eV) = 13.0 / 6.8
- ΔE to the lowest compared entry with this formula, charge and spin (eV) = 1.424
- E (Ha) = -272.5649
- net charge = +1

Bonds (Å) are listed after each position.
Positions of all 18 atoms, in Å:
1 C -1.279 -1.451 -0.268  O2 1.338, C3 1.627, H7 1.091, H8 1.105
2 O -2.476 -0.891 -0.479  C1 1.338, H9 0.975
3 C 0.002 -0.624 -0.838  C1 1.627, C4 1.514, H10 1.084, H11 1.078
4 C 0.196 0.683 -0.098  C3 1.514, C5 1.547, C6 1.547, H12 1.088
5 C 1.632 1.121 -0.472  C4 1.547, H13 1.089, H14 1.090, H15 1.095
6 C 0.179 0.495 1.437  C4 1.547, H16 1.087, H17 1.095, H18 1.079
7 H -1.292 -2.411 -0.785  C1 1.091
8 H -1.089 -1.656 0.801  C1 1.105
9 H -2.612 -0.022 -0.060  O2 0.975
10 H -0.159 -0.556 -1.907  C3 1.084
11 H 0.865 -1.257 -0.714  C3 1.078
12 H -0.534 1.431 -0.397  C4 1.088
13 H 1.739 1.580 -1.453  C5 1.089
14 H 2.022 1.796 0.291  C5 1.090
15 H 2.341 0.286 -0.450  C5 1.095
16 H 0.838 -0.322 1.720  C6 1.087
17 H -0.826 0.336 1.843  C6 1.095
18 H 0.450 1.462 1.830  C6 1.079

For each atom in turn, the Mulliken charge in e is:
1. C -0.47
2. O -0.27
3. C -0.63
4. C 0.66
5. C -1.46
6. C -1.41
7. H 0.37
8. H 0.37
9. H 0.44
10. H 0.40
11. H 0.40
12. H 0.28
13. H 0.38
14. H 0.38
15. H 0.40
16. H 0.35
17. H 0.36
18. H 0.46